1.
{"formula": "C5H5NO", "method": "ωB97M-V/def2-TZVPD", "species": ["O", "C", "C", "C", "C", "C", "N", "H", "H", "H", "H", "H"], "coordinates": [[1.246, -1.224, 2.508], [0.679, -0.297, 2.176], [-1.101, -0.748, -0.343], [-1.559, -1.825, -0.057], [0.926, 0.641, -0.846], [-0.581, 0.586, -0.666], [1.727, 1.449, -0.287], [-1.980, -2.776, 0.191], [1.347, -0.082, -1.551], [-0.880, 1.293, 0.118], [-1.046, 0.921, -1.604], [1.222, 2.062, 0.361]], "forces_ev_per_angstrom": [[-0.708, 1.169, -0.431], [0.719, -1.190, 0.588], [-0.192, -0.457, 0.118], [0.201, 0.443, -0.162], [0.217, 0.103, 0.035], [-0.037, 0.109, 0.019], [-0.414, -0.239, -0.128], [0.124, 0.191, -0.052], [-0.080, 0.057, 0.081], [0.046, -0.104, -0.115], [0.057, -0.037, 0.117], [0.066, -0.043, -0.071]], "lowdin_charge": [0.0467, 0.0164, -0.1783, 0.1095, -0.2792, -0.2169, 0.0855, 0.0307, 0.1103, 0.1106, 0.1206, 0.0439], "relative_energy_kcal_mol": 60.70, "gap_ev": 11.0, "e_homo_ev": -10.0}

***

2.
{"formula": "C4H5IN2", "method": "ωB97M-V/def2-TZVPD", "species": ["C", "C", "C", "C", "N", "N", "I", "H", "H", "H", "H", "H"], "coordinates": [[0.243, 0.150, 0.634], [-0.418, -0.886, 1.139], [-0.304, -0.238, -1.714], [0.627, 0.497, -0.740], [-0.894, -1.409, 2.086], [-0.384, 0.065, 3.642], [0.499, 1.321, 2.625], [-0.277, -1.312, -1.520], [-0.002, -0.052, -2.746], [-1.331, 0.106, -1.581], [0.578, 1.575, -0.903], [1.662, 0.182, -0.923]], "forces_ev_per_angstrom": [[0.284, 0.462, -0.096], [-0.086, -0.152, 0.158], [0.060, 0.187, -0.181], [-0.025, -0.117, -0.301], [-0.591, -1.020, 0.304], [-0.507, -0.604, 0.930], [0.766, 1.121, -0.806], [0.012, 0.067, -0.075], [-0.048, -0.033, 0.054], [0.055, -0.056, -0.042], [0.078, 0.024, 0.025], [0.002, 0.121, 0.030]], "lowdin_charge": [-0.4259, -0.4090, -0.1055, -0.2908, 0.1110, -0.6033, 1.2691, 0.0760, 0.0738, 0.0823, 0.1059, 0.1164], "relative_energy_kcal_mol": 159.23, "gap_ev": [8.4, 8.3], "e_homo_ev": [-9.4, -8.8]}

***

3.
{"formula": "C28H31CsN7O", "method": "ωB97M-V/def2-TZVPD", "species": ["Cs", "C", "C", "N", "N", "C", "O", "C", "C", "C", "C", "C", "C", "C", "C", "C", "C", "C", "N", "H", "H", "H", "H", "H", "H", "H", "H", "H", "H", "H", "H", "C", "C", "C", "C", "N", "C", "C", "C", "C", "C", "C", "N", "H", "H", "H", "H", "H", "H", "H", "H", "N", "C", "C", "N", "C", "C", "H", "H", "H", "H", "H", "H", "H", "H", "H", "H", "H"], "coordinates": [[0.056, 0.439, -0.360], [0.554, 0.914, 4.883], [0.321, 1.086, 3.403], [0.754, 0.259, 2.524], [1.458, -0.815, 3.020], [1.622, -1.754, 2.122], [1.183, -1.746, 0.924], [2.388, -2.954, 2.596], [3.345, -2.884, 3.602], [4.026, -4.026, 3.999], [3.741, -5.255, 3.418], [2.763, -5.340, 2.436], [2.102, -4.190, 2.026], [-0.449, 2.289, 2.972], [-1.210, 2.973, 3.924], [-1.896, 4.118, 3.564], [-1.811, 4.567, 2.258], [-1.058, 3.819, 1.368], [-0.394, 2.712, 1.700], [1.298, 0.142, 5.039], [0.890, 1.850, 5.331], [-0.362, 0.607, 5.394], [3.544, -1.925, 4.061], [4.777, -3.960, 4.775], [4.262, -6.146, 3.745], [2.502, -6.306, 2.018], [1.308, -4.224, 1.292], [-1.262, 2.615, 4.941], [-2.482, 4.657, 4.297], [-2.311, 5.468, 1.930], [-0.973, 4.132, 0.332], [-4.007, 3.420, -0.965], [-3.946, 3.980, -2.229], [-3.208, 3.337, -3.209], [-2.551, 2.154, -2.891], [-2.591, 1.620, -1.668], [-3.308, 2.244, -0.736], [-1.767, 1.424, -3.936], [-2.222, 1.385, -5.250], [-1.470, 0.720, -6.203], [-0.288, 0.113, -5.817], [0.080, 0.192, -4.483], [-0.634, 0.827, -3.556], [-4.573, 3.880, -0.166], [-4.463, 4.904, -2.451], [-3.125, 3.759, -4.201], [-3.322, 1.783, 0.246], [-3.160, 1.852, -5.518], [-1.807, 0.675, -7.231], [0.335, -0.411, -6.529], [0.994, -0.277, -4.133], [2.671, -5.133, -1.889], [3.423, -3.945, -1.332], [2.818, -2.670, -1.911], [1.392, -2.581, -1.713], [0.672, -3.722, -2.216], [1.185, -5.044, -1.649], [3.039, -5.994, -1.486], [2.839, -5.183, -2.895], [4.471, -4.073, -1.599], [3.308, -3.980, -0.250], [3.054, -2.608, -2.982], [3.305, -1.829, -1.419], [1.174, -2.324, -0.746], [0.745, -3.753, -3.311], [-0.386, -3.641, -1.970], [0.722, -5.915, -2.112], [1.048, -5.087, -0.571]], "forces_ev_per_angstrom": [[-0.102, 0.292, -0.409], [-0.039, 0.054, -0.044], [0.209, -0.145, 0.275], [-0.185, 0.366, 0.152], [0.094, -0.140, 0.096], [-0.079, 0.327, -0.187], [0.156, -0.570, 0.056], [-0.134, -0.060, -0.043], [0.050, 0.044, -0.047], [0.019, 0.008, 0.018], [-0.005, -0.006, -0.009], [-0.003, 0.030, -0.026], [0.012, -0.060, 0.059], [-0.058, 0.071, 0.022], [-0.018, 0.049, 0.032], [-0.013, 0.042, -0.029], [-0.033, -0.010, -0.037], [0.108, -0.101, 0.032], [0.026, -0.075, 0.037], [0.018, -0.002, 0.011], [-0.023, -0.004, 0.011], [0.001, -0.001, -0.004], [0.009, -0.015, 0.014], [0.000, 0.004, -0.003], [0.005, 0.008, 0.007], [-0.007, 0.019, 0.001], [-0.046, -0.021, -0.029], [0.011, -0.008, -0.010], [0.004, -0.010, 0.006], [-0.001, -0.008, 0.004], [0.002, -0.021, -0.005], [0.006, -0.031, 0.032], [-0.015, 0.022, -0.002], [-0.022, 0.041, -0.011], [0.066, -0.097, -0.061], [-0.056, 0.023, 0.005], [0.022, -0.002, -0.062], [-0.007, 0.046, 0.085], [-0.025, 0.007, -0.039], [-0.019, 0.001, -0.037], [0.024, -0.009, 0.023], [-0.049, 0.017, 0.056], [-0.039, 0.015, -0.007], [0.001, 0.005, -0.009], [0.003, -0.003, 0.001], [-0.002, -0.004, 0.007], [-0.001, 0.003, 0.002], [0.007, 0.000, 0.010], [0.007, -0.003, 0.007], [-0.001, 0.001, 0.009], [0.007, -0.006, -0.010], [0.000, 0.035, -0.034], [0.010, 0.031, 0.012], [-0.003, -0.069, 0.063], [-0.057, 0.323, -0.324], [0.096, -0.101, 0.081], [-0.023, 0.008, 0.028], [0.002, 0.003, 0.035], [-0.001, -0.006, -0.009], [0.002, -0.015, 0.014], [-0.030, -0.013, 0.030], [-0.009, -0.007, -0.002], [-0.004, 0.024, -0.020], [0.112, -0.326, 0.183], [-0.009, 0.013, -0.002], [-0.004, 0.032, -0.009], [0.020, -0.002, -0.016], [0.011, -0.012, 0.018]], "lowdin_charge": [1.0819, -0.0390, -0.2814, -0.0363, 0.0393, -0.4906, -0.3101, -0.1445, -0.0195, -0.0709, -0.0905, -0.0984, -0.0731, -0.2304, -0.0160, -0.0519, -0.0631, -0.1615, 0.0266, 0.0584, 0.0852, 0.0871, 0.1117, 0.1060, 0.1025, 0.0961, 0.0885, 0.1044, 0.1129, 0.1059, 0.1077, -0.0546, -0.0465, -0.0121, -0.2316, 0.0448, -0.1536, -0.2254, -0.0123, -0.0509, -0.0574, -0.1400, 0.0644, 0.1102, 0.1147, 0.1156, 0.1114, 0.1159, 0.1141, 0.1053, 0.0993, 0.0651, -0.0815, -0.1906, -0.0673, -0.1878, -0.0886, 0.1800, 0.1784, 0.1365, 0.1148, 0.1238, 0.1346, 0.0258, 0.1252, 0.1345, 0.1349, 0.1138], "relative_energy_kcal_mol": 12.52, "total_charge": 1, "gap_ev": 6.7, "e_homo_ev": -9.4}